# 1
Density functional theory data (ωB97M-V with the def2-TZVPD basis set) for a molecular structure, C19H22O3 at a distorted geometry.

2S+1: 1
HOMO-LUMO gap: 0.297 Ha
Energy relative to the best compared isomer or geometry (same formula, charge and spin): 1371.6 kJ/mol

```
44
Properties=species:S:1:pos:R:3:forces:R:3
C 2.269408 1.558259 4.265100 0.9123 2.1805 3.5523
C 1.663604 0.247975 4.198952 -0.9580 -2.7615 2.3880
C 0.484752 -0.112549 3.698392 1.7196 7.3498 -0.1986
C -0.433008 0.958857 3.144960 -2.1158 0.5190 8.2899
H -0.252804 2.105770 3.622835 -0.5940 -3.2264 -0.4478
H -1.507820 0.633454 3.398840 1.2458 0.6751 -0.1658
C -0.291464 1.148595 1.842380 6.7382 -3.0353 -10.1365
C -0.180246 -0.251598 0.956275 -4.7193 -0.2101 1.1100
C -1.399573 -0.665446 0.595120 -3.1777 1.3344 -0.7261
C -1.828864 -1.888690 -0.168938 0.6220 -4.8873 2.5109
O -0.900591 -2.478848 -1.161113 -0.3865 3.9571 -2.3279
C -0.692877 -1.551818 -2.202435 -6.9082 5.5619 4.2145
C -1.496989 -0.107190 -2.473094 -0.9537 -8.1070 9.9118
C -1.424099 0.355430 -3.630844 1.5570 4.3484 -3.9992
C -0.348662 0.089351 -4.611753 -4.7040 -3.1880 6.3691
C 0.167267 -1.114447 -4.271228 6.2506 5.7710 -15.9069
C 0.016349 -1.704200 -3.234597 4.4669 -13.1942 8.4852
H 0.588144 -2.725796 -3.001352 -0.6555 1.7020 -1.2812
H 1.027153 -1.507864 -5.260193 -2.5994 0.8649 3.3443
C -0.447584 0.811574 -5.696001 4.7982 2.8701 -8.5061
C -1.006241 2.004543 -5.847143 -2.2761 -1.3101 1.9795
C -2.153912 2.247643 -4.698962 2.4668 2.6252 -4.0423
O -2.795370 3.235465 -4.869555 -1.4289 0.6577 0.6292
O -2.282790 1.476661 -3.641452 0.6174 -0.5210 -1.7029
H -0.797978 2.516604 -6.812632 -1.0754 0.2802 1.3198
H 0.341506 0.583132 -6.602776 -1.8256 0.0137 2.1923
H -2.315086 0.226782 -1.708652 1.8567 -0.4954 -1.6613
H -1.696131 -2.938263 0.481802 -0.9263 2.9131 -0.5142
H -2.934184 -1.905748 -0.412823 1.4947 0.2705 -0.5912
H -2.448273 0.009644 0.762280 3.2113 -1.5362 -0.0948
C 1.010097 -1.131994 0.723265 1.5697 10.8444 1.5552
H 0.872816 -2.026397 0.510359 -1.5471 -7.8936 -2.4621
H 1.535021 -1.034569 1.637460 1.1485 -0.1954 0.8474
H 1.541011 -0.464036 -0.012492 0.2949 -1.4287 0.2181
H -0.832728 1.862930 1.321616 -1.1943 1.1596 -0.9333
H 0.854518 1.227088 1.503593 -1.6720 1.6875 1.3972
H 0.280666 -1.036626 3.869428 -2.3175 -5.6190 0.5607
C 2.299196 -0.911484 5.047066 8.3199 7.0016 -0.6439
H 3.506277 -0.968450 4.485188 -3.2595 -0.3941 1.5187
H 2.704622 -0.757768 6.136605 -1.5026 0.2234 -1.9279
H 1.873069 -1.758421 4.914749 -2.8684 -5.6470 -0.7657
H 2.630464 1.677662 5.441351 -0.6088 -0.1310 -2.9573
H 3.162623 1.582187 3.661395 0.4171 0.3083 -0.1830
H 1.638712 2.482595 4.099024 0.5672 -1.3378 -0.2180
```
Forces are in eV/Å.

Atomic partial charges in e from the Mulliken method, atoms 1 to 4:
1 C -1.27
2 C 1.50
3 C -1.56
4 C -0.38

# 2
Density functional theory data (ωB97M-V with the def2-TZVPD basis set) for C19H22O5 in the gas phase at a distorted geometry.

SMILES: CCCCOC(=O)COc1cc(C)cc2oc(=O)c3c(c12)CCC3
2S+1: 1
HOMO-LUMO gap: 0.302 Ha
Energy relative to the best compared isomer or geometry (same formula, charge and spin): 1609.7 kJ/mol

```
46
Properties=species:S:1:pos:R:3:forces:R:3
C 4.256203 1.190803 0.386687 -6.2907 -2.9794 -4.9280
C 3.985956 1.033510 1.768326 -7.1321 5.8828 1.8385
C 2.660459 0.410197 1.957195 -1.8735 -5.2135 4.9300
C 2.600161 -1.198899 1.572789 -4.3102 1.4658 2.9566
O 1.562761 -1.566229 0.681158 1.9475 0.7189 -5.7409
C 2.136264 -1.678660 -0.801352 -1.5430 -0.6213 6.4449
O 3.274120 -1.751109 -1.045497 1.5487 0.3769 -0.1326
C 1.089840 -1.978787 -1.718846 -6.7791 -0.0029 8.6920
O -0.278979 -1.313185 -1.275594 2.4460 -11.4680 -2.0071
C -0.545327 -0.090640 -1.174550 3.8232 -0.9010 -0.3178
C 0.499964 0.631077 -1.450379 0.7736 11.3532 1.0195
C 0.189311 2.243731 -1.083288 1.0234 -6.8112 -2.9223
C 1.207008 3.264486 -1.391103 -2.5012 -1.2790 -2.0411
C -1.086393 2.480560 -0.753109 -2.9281 -0.4704 3.0126
C -2.083925 1.474702 -0.222624 2.7644 -0.6716 -2.5346
O -3.327613 2.014169 0.279785 5.4211 -0.2205 -1.2001
C -4.272590 1.105088 0.537153 3.6442 -1.5751 -3.2966
O -5.326749 1.525107 0.726093 -5.0030 0.8054 1.9515
C -3.843964 -0.232316 0.159169 -8.5194 -1.1760 4.1463
C -2.787665 -0.836085 -0.151226 5.8324 -1.1565 -2.6243
C -1.679083 -0.014633 -0.508337 -6.4522 9.1966 3.4797
C -2.813508 -2.311674 -0.220731 6.6559 2.6731 -5.5202
C -3.930946 -2.687208 0.395299 -7.1747 -1.0865 7.0972
C -4.914813 -1.345757 0.529482 11.7643 -3.7004 -13.5832
H 5.103338 1.574839 0.232193 6.5508 3.9566 -1.4340
H 3.337310 1.821296 -0.295376 2.8518 -1.9500 2.2412
H 4.463051 0.157589 -0.192530 -1.1323 1.8850 1.4197
H 3.617332 2.108148 2.460414 2.2457 -2.5063 -2.2631
H 4.523664 0.459788 2.329041 4.4543 -2.7745 3.1249
H 2.098510 0.536340 3.127699 2.4265 -0.6325 -2.6616
H 1.802762 0.725579 1.549548 -2.5991 2.0361 -2.8239
H 2.224392 -1.974666 2.268738 0.7834 1.3108 1.5942
H 3.498702 -1.559653 1.359721 4.0659 -1.2562 -1.7892
H 1.352336 -1.457677 -2.395434 2.9295 5.7722 -10.2249
H 0.945410 -2.969349 -1.846176 -0.7943 -2.9769 -0.5562
H 1.483504 0.575041 -1.893074 -0.3120 -0.9734 0.0382
H 1.597247 3.455631 -0.504404 1.8209 2.0793 4.0308
H 0.667057 4.006603 -1.893676 -0.4583 1.9812 -0.1426
H 2.013096 3.054871 -2.015096 1.1865 -1.2789 -1.2551
H -1.376250 3.500522 -0.576439 -0.2474 0.4898 -0.0314
H -2.716078 -2.606487 -1.313356 -0.5189 0.4148 0.7742
H -1.822494 -2.587919 0.059058 0.5471 -0.8491 1.0954
H -3.750577 -3.218083 1.413224 -0.3598 1.1868 -1.3136
H -4.473471 -3.376206 -0.128905 -1.4949 -1.9439 -1.3284
H -5.740163 -1.414768 -0.130509 -0.3716 -0.1483 -2.1554
H -5.419171 -1.179668 1.188854 -8.7115 3.0376 14.9408
```
Forces are in eV/Å.

Atomic partial charges in e from the Mulliken method, atoms 1 to 4:
1 C -0.77
2 C -0.63
3 C -0.62
4 C -1.00

# 3
Density functional theory data (ωB97M-V with the def2-TZVPD basis set) for a molecular structure, C19H23As2CdF6INO8PSSbSe4 at a distorted geometry.

Net charge: -2
2S+1: 2
HOMO-LUMO gap (spin up / spin down): 0.174 / 0.148 Ha
Energy relative to the best compared isomer or geometry (same formula, charge and spin): 803.2 kJ/mol

```
68
Properties=species:S:1:pos:R:3:forces:R:3
Cd 0.628500 0.540800 -0.226100 5.2156 -2.5144 0.1801
F 1.970900 -0.830700 1.538100 0.1414 0.1383 -0.5805
P 3.479700 -0.747700 0.829900 0.2085 0.7591 0.9371
F 3.527600 -2.351500 0.783000 0.1325 -0.0593 0.0032
F 2.779600 -0.740700 -0.643400 -0.3400 0.2519 0.0016
F 4.927600 -0.612800 0.148100 -0.0089 -0.2741 -0.0342
F 3.350600 0.874600 0.881600 0.1546 -0.8077 -0.1810
F 4.124900 -0.725300 2.304000 0.0860 -0.2795 -0.0612
Se -3.571400 -2.474200 -2.238400 0.2123 -0.3399 0.0305
Sb -3.395200 -0.977300 -0.277700 -4.3511 -2.2242 -0.6475
Se -1.682000 0.691000 -0.489100 -2.9521 1.8176 -2.9788
Se -5.548400 0.202200 -0.200600 0.8097 0.3189 0.0288
Se -3.953400 -2.938700 1.110300 0.6188 -0.2597 -0.1171
I -1.399100 0.279300 1.806500 -0.3384 -0.3687 4.3200
C 4.393500 2.662600 -1.402800 0.7362 0.4686 0.4850
O 3.262600 2.198900 -2.079600 -0.8834 -0.1473 -0.2980
C 2.053200 2.214300 -1.461400 0.8453 0.2679 0.0793
O 1.154800 1.546800 -2.084200 -0.1596 -0.6152 -1.2473
C 1.726700 2.828200 -0.278500 -0.5259 -0.4571 -1.2075
C 2.304400 3.540800 0.783200 1.3958 0.5656 2.0223
As 2.604700 5.454600 0.806200 -0.2462 -1.0056 -0.4237
C 2.447600 5.815800 -1.150500 0.0120 0.0434 -0.2539
C 0.649500 5.614900 1.178500 -0.3648 0.2547 -0.0700
C -0.289300 4.766800 0.771200 1.0042 0.2805 0.3379
As -0.139600 2.935500 0.098700 -0.3310 3.1825 -2.1261
C -0.833800 3.647100 -1.665100 -0.7539 -0.2617 -0.1508
C -1.723000 4.897400 0.872100 -2.2748 -1.3873 0.7081
O -2.365700 3.911900 1.247500 0.4122 1.5369 -0.1905
O -2.422900 5.981200 0.500700 -0.0316 -0.2790 0.4316
C -1.894700 6.976400 -0.343900 0.3648 0.5824 -0.5556
C 0.389600 6.911100 1.780400 -0.2564 1.2179 -0.1999
O 0.830400 7.919000 1.253400 -0.3495 -0.1639 0.3922
O -0.306200 7.025000 2.930200 0.3139 0.5688 -0.5124
C -0.609100 5.866100 3.678800 -0.1150 -0.8596 0.5034
C 1.904800 3.228000 2.087300 1.4793 -0.3343 -0.0341
O 2.043800 3.978900 3.067700 -0.2715 0.2994 0.5171
O 1.336700 1.962600 2.300100 0.1310 0.2535 -0.3678
C 1.347300 1.551000 3.646100 -0.0352 0.0340 0.2549
H 5.177400 2.737500 -2.157600 0.0195 0.0139 0.0107
H 4.709200 1.959200 -0.628600 -0.0881 0.1203 -0.0363
H 4.239400 3.649700 -0.946900 -0.0037 -0.2459 -0.1023
H 3.440100 6.038900 -1.550000 0.0437 0.0358 0.0980
H 1.833200 6.707000 -1.295000 0.0221 0.0117 0.0851
H 2.034000 5.000900 -1.757100 -0.0103 -0.0004 0.3664
H -0.207200 4.501200 -1.914900 0.0751 0.0079 -0.0373
H -1.878300 3.993700 -1.545400 0.3839 -0.1559 0.0126
H -0.810600 2.936000 -2.509500 0.1245 0.1531 0.6037
H -2.143400 7.951100 0.078800 0.0302 -0.0858 0.0287
H -2.372600 6.881600 -1.324800 0.0581 -0.0169 0.1058
H -0.810800 6.920100 -0.464400 -0.1785 -0.0738 0.0237
H -0.805700 6.203300 4.694300 -0.0479 0.0959 0.0120
H 0.237100 5.170400 3.700200 -0.1181 0.0314 -0.1053
H -1.504400 5.360200 3.301900 0.1473 0.0853 0.0532
H 1.246800 0.465000 3.661700 -0.0058 0.0316 -0.1096
H 0.524900 2.017200 4.200700 0.0716 -0.0386 0.0592
H 2.292200 1.840200 4.105700 -0.0652 -0.0801 0.1242
S -0.034100 -2.277600 -0.470400 -0.2330 -0.2762 -0.2114
C -0.079800 -3.949400 -0.257500 0.1586 1.3890 -0.1241
N -1.300200 -4.526200 -0.337900 -0.3784 0.2305 -0.1955
C -1.510900 -5.827900 -0.160700 0.3089 -0.8358 0.1204
C -0.448800 -6.674500 0.039900 -0.3594 0.0113 -0.0351
C 0.848800 -6.131600 0.089100 -0.0577 0.3902 -0.0306
C 1.036700 -4.780200 -0.024500 0.0754 -0.6435 0.0595
H -2.112300 -3.907700 -0.553000 0.5561 -0.2983 0.2750
H -2.547200 -6.130300 -0.175400 -0.0187 -0.1114 -0.0681
H -0.592700 -7.733700 0.167800 -0.1872 -0.0929 0.0097
H 1.698500 -6.786800 0.225000 0.0405 -0.0171 0.0754
H 2.016500 -4.334100 0.060400 -0.0485 0.1615 -0.0632
```
Forces are in eV/Å.

Atomic partial charges in e from the Mulliken method, atoms 1 to 4:
1 Cd 1.19
2 F -0.24
3 P 1.30
4 F -0.30

# 4
Density functional theory data (ωB97M-V with the def2-TZVPD basis set) for a molecular structure, C19H23As2N2OPd.

Net charge: +3
2S+1: 1
HOMO-LUMO gap (spin up / spin down): 0.204 / 0.198 Ha
Energy relative to the best compared isomer or geometry (same formula, charge and spin): 0.0 kJ/mol

```
48
Properties=species:S:1:pos:R:3:forces:R:3
Pd -0.425658 -0.900114 -0.031553 0.0490 -0.0529 0.1547
O -0.515600 -0.046525 -2.397778 -0.3160 -0.0077 0.2429
C 0.132531 -0.064337 -3.412766 0.5212 -0.1144 -0.5159
C -0.330118 0.638875 -4.632398 -0.0297 -0.1024 0.3486
C 0.421711 0.657807 -5.735912 0.3678 -0.1878 -0.0497
C 1.707563 -0.018800 -5.733306 -0.2611 0.2834 -0.3496
C 2.206724 -0.719851 -4.671374 -0.0034 -0.1543 0.3514
C 1.478211 -0.826217 -3.474659 -0.3657 0.3718 -0.3022
C 1.916086 -1.598781 -2.397941 0.0983 -0.3735 0.2606
N 1.367987 -1.795586 -1.154771 -0.0493 0.4270 -0.3151
C 2.115397 -2.691263 -0.532040 0.1098 -0.1425 0.0748
C 3.176955 -3.104564 -1.368200 -0.0583 -0.0386 0.1578
N 3.035542 -2.419565 -2.485214 -0.0453 0.1146 -0.1249
H -1.292023 1.129243 -4.556136 0.0067 0.0038 0.0005
H 0.104383 1.168273 -6.635172 -0.0026 0.0069 0.0008
H 2.308387 0.035218 -6.634729 -0.0284 0.0101 -0.0067
H 3.177285 -1.181308 -4.790658 0.0024 -0.0050 0.0195
H 1.907907 -3.038782 0.467615 0.0117 0.0167 0.0051
H 3.968405 -3.821367 -1.206820 -0.0165 -0.0005 0.0118
H 3.643813 -2.523540 -3.287770 -0.0278 0.0196 -0.0110
C 1.081139 2.415865 0.296944 -0.0283 0.0086 -0.1102
As 0.520615 0.841870 1.237566 0.0107 -0.3892 0.1503
C 2.093453 0.083631 2.045296 0.0579 0.0733 0.0531
C -0.601757 1.372116 2.682664 0.0934 0.1407 0.1324
C -0.242842 2.388825 3.562622 -0.0163 -0.0449 0.0467
C -1.036169 2.613713 4.678798 -0.0850 -0.0729 -0.0010
C -2.166086 1.832170 4.910579 0.0944 0.0860 0.0047
C -2.531309 0.834177 4.018886 -0.0614 -0.0076 -0.0805
C -1.744960 0.615946 2.891695 0.0303 0.1805 0.2119
As -2.216287 -0.562391 1.480358 -0.0781 0.0477 -0.3205
C -2.929743 -2.179417 2.230361 0.0668 -0.0575 -0.0316
C -3.667774 0.280514 0.538513 -0.0472 -0.0144 0.0016
H 1.829874 2.883740 0.937309 -0.0164 0.1145 -0.0523
H 0.226741 3.074553 0.161501 0.0167 0.0336 -0.0025
H 1.528912 2.180408 -0.665181 0.0234 -0.0544 0.0121
H 2.483232 0.819190 2.750087 0.0424 -0.0368 0.0189
H 2.851908 -0.136621 1.296805 -0.0191 0.0098 -0.0287
H 1.807210 -0.818082 2.581646 0.0380 0.0017 0.0421
H 0.641182 2.996061 3.408184 0.0136 -0.0305 -0.0211
H -0.767236 3.392201 5.379738 -0.0099 0.0128 -0.0056
H -2.771065 2.014576 5.788473 -0.0012 -0.0197 0.0046
H -3.425783 0.252490 4.206360 0.0010 -0.0009 -0.0174
H -3.913681 -1.909301 2.615939 -0.0057 -0.0982 0.0717
H -2.283081 -2.531119 3.030193 -0.0270 -0.0122 0.0265
H -3.045303 -2.950767 1.472081 -0.0169 0.0187 -0.0310
H -4.396349 0.592621 1.287237 -0.0355 0.0204 -0.0346
H -4.131554 -0.423544 -0.149885 0.0195 -0.0144 -0.0075
H -3.298775 1.147757 -0.003189 -0.0230 0.0311 0.0143
```
Forces are in eV/Å.

Atomic partial charges in e from the Mulliken method, atoms 1 to 4:
1 Pd 0.07
2 O -0.20
3 C 0.45
4 C -0.56